{"formula": "C44H87FN3O14", "method": "the ωB97M-V functional and the def2-TZVPD basis", "total_charge": 1, "orbital_gap_ha": 0.260, "lumo_ev": -2.68, "elements": ["C", "C", "C", "C", "F", "C", "O", "C", "C", "N", "C", "C", "C", "C", "C", "C", "C", "C", "C", "C", "O", "N", "C", "C", "C", "N", "H", "H", "H", "H", "H", "H", "H", "H", "H", "H", "H", "H", "H", "H", "H", "H", "H", "H", "H", "H", "H", "H", "H", "H", "H", "H", "H", "H", "H", "H", "H", "C", "O", "C", "C", "O", "C", "C", "O", "C", "H", "H", "H", "H", "H", "H", "H", "H", "H", "H", "H", "H", "H", "H", "C", "O", "C", "C", "O", "C", "C", "O", "C", "H", "H", "H", "H", "H", "H", "H", "H", "H", "H", "H", "H", "H", "H", "C", "O", "C", "C", "O", "C", "C", "O", "C", "H", "H", "H", "H", "H", "H", "H", "H", "H", "H", "H", "H", "H", "H", "C", "O", "C", "C", "O", "C", "C", "O", "C", "H", "H", "H", "H", "H", "H", "H", "H", "H", "H", "H", "H", "H", "H"], "xyz": [[11.258, -1.998, 6.399], [11.247, -1.431, 5.098], [11.216, 0.162, 4.772], [9.696, 0.557, 4.524], [9.109, -0.631, 3.909], [9.468, 1.714, 3.408], [10.270, 1.483, 2.211], [11.399, 2.393, 2.162], [11.044, 3.877, 1.660], [8.056, 1.780, 2.917], [7.052, 1.651, 4.015], [5.844, 2.662, 3.746], [4.391, 2.084, 4.046], [4.009, 0.610, 4.264], [2.547, 0.119, 4.577], [1.449, 1.193, 4.704], [-0.043, 0.699, 5.084], [1.769, 2.701, 4.484], [3.221, 3.128, 4.152], [7.754, 1.872, 5.467], [6.666, 1.720, 6.424], [8.854, 0.849, 5.723], [9.559, 1.187, 6.998], [10.353, 2.561, 7.030], [10.470, 3.278, 8.483], [10.951, 3.152, 6.030], [10.466, -1.734, 7.193], [12.018, -2.793, 6.684], [11.310, -2.132, 4.193], [11.806, 0.240, 3.782], [11.797, 0.784, 5.519], [9.738, 2.759, 3.775], [12.126, 1.955, 1.378], [11.958, 2.353, 3.159], [11.992, 4.278, 1.138], [10.155, 3.934, 0.953], [10.925, 4.528, 2.601], [7.944, 2.696, 2.462], [6.729, 0.540, 4.017], [5.995, 3.550, 4.474], [5.837, 3.114, 2.697], [4.798, -0.204, 4.209], [2.334, -1.001, 4.707], [-0.207, 0.953, 6.188], [-0.111, -0.430, 4.940], [-0.761, 1.282, 4.409], [0.913, 3.447, 4.601], [3.449, 4.238, 3.983], [8.126, 2.946, 5.472], [6.653, 2.479, 7.045], [8.316, -0.028, 5.929], [10.296, 0.373, 7.362], [8.771, 1.246, 7.840], [11.167, 4.198, 8.440], [9.465, 3.657, 8.870], [10.989, 2.555, 9.220], [11.399, 4.035, 6.309], [2.798, 2.739, -0.136], [1.527, 2.401, -0.643], [0.746, 1.733, 0.332], [-0.738, 1.997, 0.104], [-1.161, 3.292, 0.537], [-0.737, 4.397, -0.265], [-1.452, 4.482, -1.608], [-0.916, 3.529, -2.518], [-1.867, 3.096, -3.473], [3.373, 1.837, 0.090], [3.326, 3.319, -0.895], [2.696, 3.360, 0.762], [1.022, 2.059, 1.342], [0.946, 0.659, 0.235], [-1.302, 1.289, 0.719], [-1.031, 1.813, -0.931], [0.347, 4.408, -0.380], [-1.001, 5.289, 0.311], [-1.301, 5.475, -2.044], [-2.525, 4.316, -1.456], [-2.739, 2.662, -2.975], [-1.405, 2.322, -4.089], [-2.173, 3.932, -4.110], [-8.042, -2.952, -3.344], [-7.002, -2.342, -4.084], [-7.486, -1.635, -5.222], [-6.565, -0.468, -5.561], [-6.726, 0.657, -4.695], [-6.219, 0.511, -3.367], [-4.697, 0.521, -3.291], [-4.168, -0.735, -3.703], [-2.877, -0.623, -4.269], [-8.530, -3.729, -3.937], [-7.604, -3.407, -2.453], [-8.775, -2.205, -3.021], [-8.499, -1.256, -5.044], [-7.510, -2.340, -6.061], [-6.836, -0.107, -6.557], [-5.520, -0.777, -5.616], [-6.645, -0.366, -2.877], [-6.587, 1.385, -2.820], [-4.379, 0.689, -2.256], [-4.311, 1.332, -3.920], [-2.892, 0.055, -5.129], [-2.570, -1.610, -4.618], [-2.162, -0.265, -3.520], [-1.627, -7.469, 1.265], [-1.855, -6.074, 1.315], [-3.219, -5.753, 1.572], [-3.329, -4.421, 2.305], [-3.004, -4.504, 3.694], [-1.623, -4.680, 4.012], [-0.779, -3.435, 3.768], [-0.508, -3.278, 2.380], [-0.332, -1.925, 2.011], [-2.156, -7.914, 0.419], [-0.555, -7.634, 1.142], [-1.941, -7.945, 2.201], [-3.697, -6.537, 2.172], [-3.729, -5.682, 0.604], [-4.376, -4.106, 2.271], [-2.753, -3.637, 1.811], [-1.211, -5.555, 3.508], [-1.599, -4.896, 5.084], [0.184, -3.535, 4.282], [-1.307, -2.559, 4.164], [-1.220, -1.338, 2.269], [-0.197, -1.880, 0.929], [0.552, -1.506, 2.505], [-10.079, 0.591, -7.626], [-10.215, -0.494, -8.524], [-10.059, -1.755, -7.881], [-10.868, -2.829, -8.601], [-12.268, -2.772, -8.321], [-12.988, -1.688, -8.913], [-13.175, -1.832, -10.419], [-11.975, -1.496, -11.105], [-11.842, -2.183, -12.335], [-9.063, 0.634, -7.227], [-10.287, 1.514, -8.172], [-10.804, 0.508, -6.808], [-10.378, -1.702, -6.834], [-8.993, -2.012, -7.919], [-10.538, -3.802, -8.227], [-10.680, -2.828, -9.676], [-12.544, -0.728, -8.648], [-13.979, -1.714, -8.449], [-13.954, -1.143, -10.761], [-13.481, -2.860, -10.648], [-11.869, -3.266, -12.175], [-10.874, -1.926, -12.766], [-12.637, -1.885, -13.026]], "forces_ev_per_a": [[-0.34, 0.81, -1.70], [0.45, -0.45, 1.93], [-0.83, -1.68, -0.36], [0.94, -0.18, -3.70], [0.47, 2.04, 1.43], [-0.01, 0.99, -1.53], [-0.22, 0.63, 1.98], [1.21, -0.09, -1.32], [1.10, -0.03, 1.15], [0.49, 0.03, 1.45], [0.46, -1.15, -0.22], [-0.68, 0.00, 1.34], [-3.99, -0.87, 0.92], [-2.06, 1.77, 0.19], [1.14, 4.46, -0.58], [2.25, -0.19, -0.49], [1.50, 0.91, -0.24], [2.99, -2.72, -0.25], [-1.00, -3.05, 0.57], [-3.32, 2.06, -1.30], [2.07, 0.21, -0.42], [-0.86, -0.42, 1.05], [1.22, 0.85, 2.43], [1.31, 2.60, 0.43], [0.49, -0.54, -0.10], [-1.75, -1.98, 1.30], [2.10, 0.49, -0.78], [-1.92, 0.17, -0.81], [1.11, 1.30, 1.38], [-1.39, 0.02, 1.46], [-1.12, -0.83, -0.75], [0.12, -1.62, 0.25], [-1.32, 0.42, 1.27], [-0.77, 0.50, -1.26], [-1.61, -0.58, 0.69], [1.18, -0.22, 1.02], [-0.25, -0.69, -1.59], [0.17, -0.61, 0.23], [0.15, 1.81, 0.04], [-0.28, -1.22, -1.17], [0.35, -0.94, 1.28], [-1.09, 1.24, 0.02], [0.34, 2.01, -0.20], [-0.02, -0.36, -1.61], [-0.04, 1.63, 0.10], [0.78, -1.06, 1.12], [1.53, -1.07, -0.29], [-0.38, -1.81, 0.30], [0.19, -1.59, 0.30], [0.07, -0.63, -0.51], [0.48, 0.52, -0.32], [-1.21, 1.05, -1.06], [1.06, -0.08, -1.57], [-1.13, -1.54, -0.30], [1.28, -0.85, -0.41], [-1.19, 1.07, -0.97], [-0.27, -0.56, 0.10], [-0.06, 0.10, -0.29], [0.11, 0.31, 0.17], [-0.37, -0.08, -0.43], [0.04, 0.01, 0.28], [0.21, -0.07, -0.22], [-0.31, 0.06, 0.03], [0.49, -0.19, -0.05], [-0.19, -0.22, 0.13], [0.24, 0.14, 0.10], [0.15, -0.01, 0.16], [-0.09, -0.12, -0.01], [0.11, -0.08, 0.10], [-0.03, 0.00, 0.03], [-0.10, -0.12, 0.22], [0.04, 0.09, 0.08], [0.24, 0.07, -0.07], [-0.02, -0.12, -0.23], [-0.11, -0.10, 0.00], [-0.13, 0.19, 0.13], [0.03, -0.01, 0.02], [-0.08, 0.09, -0.04], [0.06, 0.12, 0.05], [-0.15, -0.08, -0.06], [0.28, 0.06, -0.06], [-0.22, 0.24, 0.18], [0.57, -0.13, 0.14], [-0.28, 0.06, -0.02], [0.16, -0.26, 0.11], [0.07, 0.27, -0.10], [-0.23, -0.55, 0.00], [0.05, 0.16, -0.30], [-0.26, -0.10, 0.19], [-0.18, -0.04, 0.04], [0.04, 0.02, -0.15], [-0.10, -0.07, -0.06], [0.01, 0.03, 0.01], [-0.13, 0.13, -0.16], [-0.08, 0.04, 0.09], [-0.06, -0.18, 0.18], [0.22, -0.14, -0.06], [0.05, 0.04, -0.13], [-0.04, 0.25, 0.10], [-0.06, -0.04, -0.03], [0.10, 0.09, 0.02], [-0.07, 0.04, 0.12], [0.13, 0.05, -0.10], [0.08, 0.28, -0.02], [-0.02, -0.16, 0.33], [0.39, 0.36, -0.18], [-0.20, -0.21, 0.08], [0.30, 0.01, -0.19], [-0.17, 0.19, 0.18], [0.04, -0.37, -0.41], [-0.23, 0.24, 0.00], [0.02, -0.32, 0.02], [-0.05, -0.18, 0.01], [-0.11, 0.11, -0.05], [-0.08, -0.08, -0.07], [0.01, 0.03, 0.03], [-0.24, 0.01, 0.07], [0.03, -0.11, 0.10], [0.16, -0.19, -0.08], [0.11, 0.16, -0.19], [-0.08, 0.11, -0.03], [0.01, 0.01, 0.27], [-0.04, -0.03, -0.01], [0.04, 0.12, 0.08], [0.06, -0.10, 0.09], [0.00, 0.19, -0.02], [-0.04, -0.13, -0.28], [-0.25, 0.02, 0.27], [-0.05, 0.12, -0.60], [-0.05, -0.03, 0.29], [0.17, 0.22, -0.17], [-0.17, -0.24, -0.06], [0.37, 0.34, 0.14], [0.09, -0.33, 0.01], [-0.01, 0.22, 0.19], [0.03, 0.09, 0.18], [0.07, -0.14, -0.03], [0.10, 0.01, 0.09], [-0.04, -0.01, -0.01], [0.01, -0.20, 0.14], [-0.08, 0.07, 0.10], [0.05, 0.27, 0.02], [0.13, 0.00, -0.23], [0.05, -0.13, -0.04], [-0.24, -0.07, 0.08], [0.02, 0.01, 0.03], [-0.09, -0.04, -0.08], [-0.10, 0.09, 0.07], [0.01, -0.13, -0.10]], "lowdin_charge": [-0.01, -0.13, -0.07, -0.25, 0.02, -0.25, -0.12, -0.25, -0.08, 0.05, -0.23, -0.10, -0.17, -0.02, -0.02, -0.21, -0.08, -0.03, -0.03, -0.23, 0.01, 0.05, -0.06, -0.32, -0.04, 0.14, 0.06, 0.07, 0.12, 0.14, 0.11, 0.14, 0.14, 0.11, 0.09, 0.09, 0.07, 0.12, 0.14, 0.13, 0.13, 0.08, 0.10, 0.09, 0.06, 0.09, 0.10, 0.10, 0.18, 0.13, 0.22, 0.14, 0.16, 0.09, 0.09, 0.10, 0.07, -0.12, -0.19, -0.20, -0.17, -0.13, -0.17, -0.19, -0.20, -0.10, 0.09, 0.09, 0.08, 0.11, 0.12, 0.12, 0.12, 0.12, 0.13, 0.13, 0.13, 0.07, 0.09, 0.09, -0.11, -0.20, -0.20, -0.17, -0.13, -0.17, -0.20, -0.20, -0.11, 0.09, 0.09, 0.09, 0.12, 0.12, 0.12, 0.12, 0.12, 0.13, 0.12, 0.11, 0.09, 0.09, 0.08, -0.11, -0.21, -0.19, -0.17, -0.13, -0.17, -0.20, -0.20, -0.11, 0.09, 0.09, 0.09, 0.13, 0.13, 0.13, 0.12, 0.12, 0.13, 0.12, 0.12, 0.09, 0.09, 0.07, -0.10, -0.20, -0.20, -0.17, -0.13, -0.17, -0.20, -0.21, -0.11, 0.07, 0.09, 0.09, 0.12, 0.12, 0.13, 0.12, 0.12, 0.13, 0.13, 0.13, 0.09, 0.09, 0.09]}



{"formula": "C20H28NO3Os", "method": "the ωB97M-V functional and the def2-TZVPD basis", "spin_multiplicity": 5, "total_charge": 1, "orbital_gap_ha": [0.249, 0.187], "lumo_ev": [-3.14, -6.64], "elements": ["O", "C", "C", "H", "H", "C", "H", "H", "C", "H", "H", "H", "C", "H", "H", "H", "Os", "C", "C", "C", "H", "C", "C", "H", "H", "H", "H", "C", "C", "C", "H", "C", "C", "H", "H", "H", "H", "O", "C", "C", "H", "H", "C", "H", "H", "C", "H", "H", "H", "H", "O", "C", "N"], "xyz": [[0.123, -0.138, -2.961], [0.217, 1.189, -3.563], [0.294, 0.738, -4.991], [1.150, 1.636, -3.236], [-0.643, 1.820, -3.328], [0.265, -0.652, -4.318], [1.253, 1.014, -5.432], [-0.606, 0.972, -5.563], [1.554, -1.416, -4.539], [2.426, -0.808, -4.271], [1.605, -1.688, -5.605], [1.582, -2.334, -3.941], [-0.946, -1.452, -4.740], [-1.855, -0.877, -4.527], [-0.987, -2.391, -4.177], [-0.879, -1.668, -5.818], [-0.195, -0.679, 3.052], [-2.057, -0.922, 4.204], [-2.211, 0.503, 4.368], [-2.377, 1.083, 3.100], [-2.292, 1.004, 5.327], [-2.312, 0.041, 2.112], [-2.253, -1.203, 2.811], [-2.465, -2.174, 2.386], [-1.981, -1.668, 4.987], [-2.556, 2.130, 2.881], [-2.424, 0.166, 1.039], [0.952, -2.125, 4.059], [0.072, -2.720, 3.105], [0.409, -2.205, 1.822], [-0.700, -3.426, 3.323], [1.521, -1.340, 1.975], [1.834, -1.259, 3.352], [2.612, -0.651, 3.798], [0.943, -2.287, 5.123], [-0.089, -2.428, 0.889], [2.059, -0.846, 1.170], [1.751, 0.995, -1.243], [0.563, 0.527, -0.529], [-0.557, 1.549, -0.699], [0.851, 0.567, 0.543], [0.302, -0.496, -0.824], [0.252, 2.851, -0.913], [-1.214, 1.551, 0.175], [-1.178, 1.285, -1.554], [1.743, 2.419, -0.887], [0.026, 3.603, -0.156], [0.026, 3.292, -1.885], [2.165, 2.502, 0.140], [2.390, 2.936, -1.613], [0.706, 1.214, 6.389], [0.602, 1.154, 5.200], [0.531, 1.116, 3.984]], "forces_ev_per_a": [[-0.24, 0.45, -1.90], [0.11, 0.96, 0.81], [-0.08, -0.48, 0.71], [-0.19, 0.30, 0.10], [0.14, -0.06, 0.07], [0.06, -0.93, -1.29], [-0.42, -0.12, -0.44], [0.44, -0.04, -0.26], [0.04, -0.18, 0.14], [-0.15, -0.09, -0.09], [0.13, 0.06, 0.34], [-0.02, 0.08, -0.09], [-0.03, -0.20, 0.14], [0.10, -0.15, -0.15], [-0.09, 0.05, -0.15], [-0.14, 0.01, 0.41], [-1.68, 8.52, 0.15], [-1.22, 0.83, 0.53], [-0.79, -0.95, 1.14], [-0.39, -0.38, -1.65], [0.30, -0.01, -0.22], [-1.43, 1.27, 0.91], [-0.20, -0.41, -0.29], [0.00, 0.10, -0.01], [-0.25, 0.21, -0.04], [0.25, -0.17, 0.10], [0.06, -0.11, 0.31], [1.60, -2.81, 0.87], [0.89, -1.84, 1.08], [1.07, -1.58, -1.84], [-0.23, -0.28, 0.05], [1.99, -1.10, -1.50], [1.16, -0.68, 0.54], [-0.24, -0.01, -0.12], [0.00, -0.06, 0.09], [0.05, -0.12, 0.07], [-0.22, -0.03, 0.28], [-1.51, 0.72, 1.44], [1.01, -0.03, 0.45], [0.37, -0.10, -0.28], [-0.24, -0.09, -0.13], [0.31, 0.40, 0.01], [0.11, 0.21, -0.13], [0.32, 0.30, -0.05], [0.06, 0.13, 0.12], [0.10, -0.83, 0.17], [0.15, -0.05, -0.01], [-0.06, -0.01, 0.16], [-0.15, 0.16, -0.58], [-0.31, -0.14, 0.38], [-0.29, -0.10, -2.37], [0.37, 0.34, 1.54], [-0.60, -0.97, 0.47]], "lowdin_charge": [-0.11, -0.18, -0.06, 0.11, 0.11, -0.58, 0.12, 0.12, -0.02, 0.09, 0.10, 0.09, -0.02, 0.09, 0.09, 0.10, 1.65, -0.20, -0.10, -0.06, 0.13, -0.13, -0.26, 0.13, 0.13, 0.13, 0.11, -0.18, -0.21, -0.21, 0.13, -0.17, -0.16, 0.14, 0.14, 0.14, 0.13, -0.17, -0.23, -0.15, 0.07, 0.12, -0.14, 0.08, 0.09, -0.16, 0.11, 0.10, 0.12, 0.13, 0.12, -0.47, -0.01]}